No. 1
C66H75B2Cl2NO6PS2 | wB97M-V/def2-TZVPD

Structure (XYZ):
```
155
Properties=species:S:1:pos:R:3:forces:R:3
C 2.053303 -4.583267 -0.714106 0.2 -0.3 -0.3
O 0.938778 -4.311156 -1.551351 -0.2 0.4 0.7
B 0.815560 -2.949710 -1.848635 -0.2 -0.2 -0.2
O 1.836780 -2.455929 -2.678217 0.2 0.3 0.4
B -0.464034 -1.945428 -1.216204 -0.3 -0.3 -0.3
N -0.539352 -0.659283 -2.251961 0.0 -0.1 0.0
C -0.970408 -0.895422 -3.330326 0.2 -0.2 0.4
S -1.574697 -1.409426 -4.710340 0.0 0.1 -0.5
O -0.222408 -1.525665 0.201706 0.0 0.3 -0.3
C -1.284829 -2.005086 0.957490 0.4 0.0 -0.1
S -0.727723 -3.774450 1.309225 0.0 -0.1 0.0
C -1.497231 -1.315795 2.319124 -0.1 0.1 0.0
C -0.720630 -0.014701 2.538085 -0.4 0.1 0.1
C -0.082373 0.150194 3.882190 0.4 0.0 -0.3
O 0.849121 0.878394 4.079945 0.0 -0.1 0.2
O -0.669368 -0.537283 4.932046 0.0 -0.2 -0.2
C -2.454463 -1.991142 -0.074462 0.0 -0.4 0.9
C -3.612745 -2.927474 0.483594 -0.4 0.5 -1.1
Cl -5.058156 -2.023708 1.130122 0.0 -0.4 0.3
C -4.182781 -3.954285 -0.507413 0.3 -0.5 0.4
C -3.188032 -4.973511 -1.054733 -0.4 -0.1 -0.3
Cl -5.058541 -3.192498 -1.859885 -0.1 0.1 -0.2
P -3.152665 -0.245636 -0.278185 -0.8 1.1 0.7
C -3.714872 -0.074998 -2.014165 0.1 -0.2 -0.2
C -1.932111 1.139546 -0.156330 0.4 -0.2 -0.4
O -1.827956 -2.548092 -1.190773 0.3 0.4 0.0
H 2.553972 -3.678340 -0.354053 -0.1 0.1 0.0
H 1.711202 -5.130123 0.163869 0.0 -0.1 0.0
H 2.800740 -5.175901 -1.247538 0.0 -0.1 0.0
H 2.603805 -2.165802 -2.175285 0.1 0.1 -0.2
H -1.555257 -4.079156 2.315795 0.0 0.0 0.2
H -1.219530 -2.015312 3.101495 0.0 0.0 0.0
H -2.564807 -1.128063 2.455447 0.0 0.0 -0.1
H -1.419101 0.823019 2.484749 0.1 0.1 0.0
H 0.036948 0.161444 1.780850 0.0 -0.1 0.0
H -0.161201 -1.349310 5.057522 0.0 0.0 0.3
H -3.274916 -3.467603 1.359368 0.2 -0.1 -0.1
H -4.951542 -4.494949 0.043683 0.0 0.1 0.0
H -3.740300 -5.872552 -1.337204 0.0 0.0 0.1
H -2.710105 -4.599380 -1.952611 0.2 0.1 0.1
H -2.434091 -5.222757 -0.314318 0.1 0.0 0.0
H -3.546475 -0.961849 -2.619478 0.0 0.0 0.0
H -3.187125 0.755582 -2.480880 0.0 0.0 0.0
H -4.777701 0.160700 -1.995942 -0.1 -0.1 -0.1
H -2.062031 1.643861 0.794770 0.1 0.0 0.1
H -0.891062 0.891860 -0.343441 0.1 0.0 0.1
H -2.232826 1.848892 -0.928199 0.0 0.0 0.0
C 0.078749 2.158002 -4.876396 0.0 0.0 0.0
C 0.909056 3.043658 -5.545569 -0.1 0.0 0.0
C 0.375946 3.997551 -6.404177 0.1 0.0 0.0
C -0.996107 4.068753 -6.590637 0.0 0.0 0.0
C -1.828228 3.185592 -5.916073 0.0 0.0 0.0
C -1.292722 2.230876 -5.064224 -0.2 0.1 0.0
H 0.494056 1.409067 -4.213416 0.0 0.0 0.0
H 1.975041 2.988024 -5.400404 0.2 0.0 0.0
H 1.030796 4.681372 -6.931693 0.0 0.0 0.0
H -1.416935 4.806042 -7.263009 0.0 0.0 0.0
H -2.899948 3.235292 -6.061837 0.0 0.0 0.0
H -1.946825 1.535772 -4.554780 0.0 0.0 0.0
C 7.002833 -2.427686 -2.757713 0.0 0.0 0.0
C 7.874086 -1.642833 -3.499028 0.0 0.0 0.0
C 7.372398 -0.708793 -4.393517 0.0 0.0 0.0
C 6.000139 -0.553995 -4.540681 -0.1 0.0 0.0
C 5.124034 -1.338868 -3.800209 0.1 0.0 0.0
C 5.631883 -2.278047 -2.911448 -0.1 0.0 0.0
H 7.392662 -3.160218 -2.062493 0.0 0.0 0.0
H 8.943804 -1.759504 -3.379878 0.0 0.0 0.0
H 8.050833 -0.096781 -4.974756 0.0 0.0 0.0
H 5.611385 0.179060 -5.236199 0.0 0.0 0.0
H 4.052394 -1.233198 -3.918633 0.0 0.0 0.0
H 4.954482 -2.901070 -2.340315 0.0 0.0 0.0
C -0.596212 3.639319 4.531207 0.0 0.0 0.1
C -0.712823 5.019773 4.438445 0.0 0.0 0.0
C -1.789866 5.668877 5.024978 0.0 0.0 0.0
C -2.745721 4.941346 5.719923 0.0 0.0 0.0
C -2.627686 3.562518 5.822966 0.0 0.0 0.0
C -1.556258 2.911536 5.224555 0.0 0.1 0.0
H 0.243342 3.129217 4.080022 0.0 0.0 0.0
H 0.036300 5.588526 3.901873 0.0 0.0 0.0
H -1.885215 6.744576 4.943549 0.0 0.0 0.0
H -3.581960 5.449730 6.182688 0.0 0.0 0.0
H -3.370830 2.994178 6.367892 0.0 0.0 0.0
H -1.464800 1.836835 5.311164 0.0 0.0 0.0
C 2.076431 -6.104681 -7.338014 0.0 0.0 0.0
C 2.779612 -6.489145 -6.206664 0.0 0.0 0.0
C 2.455314 -5.942127 -4.972612 0.0 0.0 0.0
C 1.425343 -5.017773 -4.856938 0.0 0.0 -0.2
C 0.715697 -4.637460 -5.994368 0.1 -0.1 0.1
C 1.047983 -5.178530 -7.229393 -0.1 0.0 0.0
H 2.328863 -6.525885 -8.303482 0.0 0.0 0.0
H 3.582349 -7.212062 -6.287093 0.0 0.0 0.0
H 3.011905 -6.234519 -4.090405 0.0 0.0 0.0
H 1.197342 -4.601445 -3.885466 0.0 0.0 -0.1
H -0.087679 -3.915449 -5.922659 0.0 0.0 0.1
H 0.499180 -4.877401 -8.113302 0.0 0.0 0.0
C -4.190881 0.711086 -9.008594 0.0 0.0 0.0
C -2.966306 1.091735 -8.478119 0.0 0.0 0.0
C -2.025824 1.719725 -9.282609 0.0 0.0 0.0
C -2.313669 1.973188 -10.616557 0.0 0.0 0.0
C -3.540012 1.595472 -11.147557 0.0 0.0 0.0
C -4.477689 0.961807 -10.344052 0.0 0.0 0.0
H -4.921278 0.218621 -8.379588 0.0 0.0 0.0
H -2.741139 0.896760 -7.437586 0.0 0.0 0.0
H -1.070926 2.010505 -8.863663 0.0 0.0 0.0
H -1.581079 2.465514 -11.243775 0.0 0.0 0.0
H -3.764329 1.794381 -12.188026 0.0 0.0 0.0
H -5.432340 0.663022 -10.758463 0.0 0.0 0.0
C 0.741126 0.910826 7.584645 0.0 0.1 0.0
C 1.943436 0.341033 7.982248 0.0 0.0 0.0
C 2.161308 0.027206 9.317065 0.0 0.0 0.0
C 1.171312 0.276371 10.258011 0.0 0.0 0.0
C -0.032838 0.842009 9.861561 0.0 0.0 0.0
C -0.246662 1.162458 8.527135 0.0 -0.1 0.0
H 0.582999 1.154207 6.543614 0.0 0.0 0.0
H 2.711674 0.143368 7.245257 0.0 0.0 0.0
H 3.102193 -0.411704 9.624379 0.0 0.0 0.0
H 1.337981 0.029666 11.299029 0.0 0.0 0.0
H -0.806118 1.036644 10.594479 0.0 0.0 0.0
H -1.184479 1.610339 8.222342 0.0 0.0 0.0
C 6.026580 5.530109 -3.450041 0.0 0.0 0.0
C 7.136419 5.124840 -2.721944 0.0 0.0 0.0
C 7.443045 3.775095 -2.618465 0.0 0.0 0.0
C 6.644478 2.830566 -3.248907 0.1 0.0 0.1
C 5.539478 3.237291 -3.977227 -0.1 0.0 -0.1
C 5.225720 4.585741 -4.076887 0.0 0.0 0.0
H 5.783400 6.582108 -3.526870 0.0 0.0 0.0
H 7.760983 5.861438 -2.232599 0.0 0.0 0.0
H 8.304492 3.457644 -2.044823 0.0 0.0 0.0
H 6.881035 1.777712 -3.170271 0.0 0.0 0.0
H 4.920868 2.496725 -4.463999 -0.1 0.0 0.0
H 4.355609 4.900143 -4.638211 0.0 0.0 0.0
C -0.466471 7.268067 9.058754 0.0 0.0 0.0
C -0.528012 6.640134 10.294955 0.0 0.0 0.0
C -0.164123 5.306522 10.412251 0.0 0.0 0.0
C 0.269167 4.601458 9.297101 0.0 0.0 0.0
C 0.329181 5.228492 8.059655 0.0 0.0 0.0
C -0.041612 6.561701 7.942141 0.0 0.0 0.0
H -0.753603 8.307921 8.965072 0.0 0.0 0.0
H -0.860524 7.190420 11.166292 0.0 0.0 0.0
H -0.216810 4.813918 11.375284 0.0 0.0 0.0
H 0.556761 3.563063 9.388079 0.0 0.0 0.0
H 0.659024 4.677819 7.187480 0.0 0.0 0.0
H -0.001840 7.048903 6.976855 0.0 0.0 0.0
C -4.339486 -5.534865 6.573466 0.0 0.0 0.0
C -3.378420 -4.579957 6.271261 0.0 0.0 0.0
C -3.477007 -3.845488 5.097337 0.0 0.0 0.0
C -4.538709 -4.060591 4.228627 0.1 0.0 0.0
C -5.500955 -5.012986 4.533229 0.0 0.0 0.0
C -5.399844 -5.751996 5.703988 0.0 0.0 0.0
H -4.262712 -6.109478 7.487815 0.0 0.0 0.0
H -2.554010 -4.406880 6.951345 0.0 0.0 0.0
H -2.729237 -3.098320 4.859164 0.0 0.0 0.0
H -4.613254 -3.483195 3.316772 -0.1 0.0 0.0
H -6.328880 -5.176997 3.855472 0.0 0.0 0.0
H -6.148386 -6.497852 5.939812 0.0 0.0 0.0
```
Forces are in eV/Å.

Output
Charge: -1
Orbital gap, eV: 6.81
Multiplicity: 1
LUMO energy, eV: 1.9280
HOMO, eV: -4.88


No. 2
C2H3N2O2 | wB97M-V/def2-TZVPD

Structure (XYZ):
```
9
Properties=species:S:1:pos:R:3:forces:R:3
C 1.449924 0.415252 0.584962 -2.7 -1.7 -0.4
C -0.726378 -0.780654 -0.427273 -1.4 0.1 0.1
N 2.266844 -0.294296 -0.017707 -1.4 1.1 0.8
N -0.205727 -0.391634 0.720306 5.6 1.6 1.3
O -1.745924 -1.346459 -0.235701 -2.0 -1.2 -0.5
O 2.890548 -1.071945 -0.598310 -0.3 0.7 0.6
H 1.194648 1.424530 0.985541 1.5 -0.7 -0.5
H -0.305168 -0.475238 -1.331416 1.1 0.1 -1.9
H -0.652361 -0.069228 1.559870 -0.4 0.0 0.4
```
Forces are in eV/Å.

Output
Charge: +1
Relative energy (zero: lowest compared OMol25 entry of this formula, charge and spin), eV: 7.1595
Orbital gap (alpha / beta), eV: 6.89 / 6.94
Multiplicity: 1
LUMO energy (alpha / beta), eV: -8.8481 / -8.8279
HOMO (alpha / beta), eV: -15.74 / -15.77


No. 3
C8H12N2S2 | wB97M-V/def2-TZVPD

Structure (XYZ):
```
24
Properties=species:S:1:pos:R:3:forces:R:3
C 3.630608 -0.557782 -0.898632 0.1 0.0 0.0
C 3.831621 0.797940 -0.533483 0.0 0.0 -0.2
C 2.542698 -1.003378 -0.210452 -0.1 -0.3 -0.1
C 2.846882 1.132334 0.347133 0.1 0.1 0.2
C -3.706730 -0.075030 0.001062 0.2 0.5 -0.2
C -2.943045 -1.197376 -0.664888 0.3 -0.2 0.2
C -1.379153 1.196816 0.638061 -0.7 0.3 -0.3
C -0.607436 0.094740 0.021168 2.4 -0.2 2.3
N 2.068499 0.026148 0.559145 1.1 -0.2 -0.6
N 0.962188 0.044306 1.316230 -3.8 0.1 -1.5
S -2.921804 1.545393 -0.299115 0.1 -0.3 0.2
S -1.319477 -1.532122 0.122047 -0.1 0.1 -0.1
H 4.224874 -1.124904 -1.587906 0.1 -0.2 -0.1
H 4.616195 1.435729 -0.887933 0.1 0.2 0.0
H 2.050517 -1.957420 -0.220485 -0.1 -0.1 0.1
H 2.654665 2.039841 0.881569 -0.1 0.2 0.1
H -4.706785 0.004697 -0.425805 0.0 0.0 0.0
H -3.782469 -0.225447 1.079579 -0.1 -0.1 -0.1
H -3.482188 -2.140527 -0.574589 0.0 -0.1 0.0
H -2.769230 -0.976873 -1.717499 -0.1 0.0 0.0
H -1.671875 0.943854 1.656175 0.1 0.0 0.0
H -0.806033 2.120072 0.638174 0.1 0.0 0.0
H -0.096229 0.300891 -0.910639 0.1 0.1 0.0
H 0.763717 -0.891891 1.671087 0.3 0.0 -0.1
```
Forces are in eV/Å.

Output
Charge: 0
Relative energy (zero: lowest compared OMol25 entry of this formula, charge and spin), eV: 2.0868
Orbital gap, eV: 8.54
Multiplicity: 1
LUMO energy, eV: 0.3461
HOMO, eV: -8.19